The following is a DFT calculation (ωB97M-V/def2-TZVPD) of C36H65F2N12O2Ti as an isolated structure.

The geometry in XYZ format:
```
118
C36H65F2N12O2Ti | the OMol25 dataset | ωB97M-V/def2-TZVPD
Ti -0.66892 1.04390 -0.43319
C -0.07181 5.18853 2.72085
N 0.04436 3.74314 2.84153
C 0.31673 3.28382 4.19394
C -0.66999 2.96731 1.92901
N -0.15809 1.88007 1.41375
C 1.18138 1.57433 1.90909
C 2.09233 0.93089 0.87223
N 1.47959 -0.20256 0.16975
C 1.70745 -1.44684 0.91606
C 1.32919 -1.48270 2.39305
N -0.09826 -1.33405 2.56864
C -0.72188 -1.78811 3.57191
N -2.13922 -1.63772 3.55134
C -2.85852 -2.81404 4.02659
C -2.56178 -0.42765 4.25111
N -0.15122 -2.33792 4.74830
C 0.14273 -3.76444 4.80334
C 0.86762 -1.52086 5.39491
C 2.21421 -0.36246 -1.12385
C 2.19338 -1.73059 -1.82153
N 0.92065 -2.23721 -2.26995
C 0.83502 -3.50228 -2.46081
N 1.67041 -4.47592 -1.90939
C 2.36941 -5.41033 -2.76774
C 1.97817 -4.57972 -0.50662
N -0.14410 -4.01850 -3.29384
C -0.61337 -5.38111 -3.16198
C -0.33211 -3.45078 -4.61368
N -1.98166 3.37402 1.63142
C -2.25760 4.32472 0.56214
C -2.81370 3.55753 2.80914
H 0.83361 5.63861 3.12981
H -0.92941 5.60459 3.26224
H -0.13791 5.46542 1.67120
H -0.39713 3.71720 4.90441
H 1.32302 3.58339 4.49547
H 0.23792 2.20004 4.25119
H 1.06256 0.91801 2.77261
H 1.68262 2.48344 2.25201
H 3.02045 0.62285 1.37843
H 2.35923 1.68564 0.13677
H 2.77725 -1.70341 0.88038
H 1.14496 -2.22378 0.40360
H 1.87394 -0.71843 2.95043
H 1.67882 -2.44802 2.77290
H -2.61312 -3.66422 3.38883
H -3.92592 -2.61849 3.93556
H -2.63648 -3.06655 5.07046
H -3.63469 -0.29640 4.10898
H -2.04234 0.43592 3.83171
H -2.36840 -0.47642 5.33230
H -0.58712 -4.33068 4.22978
H 0.10123 -4.09545 5.84224
H 1.14305 -3.99874 4.41667
H 0.57713 -0.47099 5.35332
H 1.86917 -1.63675 4.96268
H 0.92011 -1.81817 6.44332
H 3.28422 -0.19507 -0.92593
H 1.86407 0.40544 -1.81048
H 2.74230 -2.44838 -1.20197
H 2.81520 -1.57693 -2.71288
H 2.07959 -5.25478 -3.80496
H 2.15370 -6.44617 -2.48417
H 3.45082 -5.25458 -2.69124
H 2.99819 -4.25353 -0.26445
H 1.88280 -5.62617 -0.19722
H 1.26802 -3.99488 0.07367
H -0.43428 -5.74896 -2.15451
H -0.13918 -6.06312 -3.87802
H -1.68991 -5.40074 -3.35097
H -1.38492 -3.47970 -4.88686
H 0.22783 -4.02332 -5.36699
H 0.01468 -2.42251 -4.61035
H -1.56694 4.15290 -0.26203
H -2.18437 5.36566 0.90035
H -3.27603 4.16226 0.20478
H -2.61733 2.75485 3.52190
H -3.85992 3.49286 2.50120
H -2.67427 4.51967 3.31878
F 2.82081 5.36264 -1.07402
C 2.08705 4.37755 -1.62890
C 1.21758 3.66291 -0.82955
C 0.41258 2.64213 -1.35058
C 0.51474 2.42517 -2.75159
C 1.44784 3.13127 -3.50981
F 1.60801 2.85572 -4.82214
C 2.26009 4.10593 -2.97321
C -0.49138 1.51872 -3.30350
C -0.95790 1.57093 -4.61626
C -2.10581 0.88951 -4.97106
C -2.75899 0.14944 -3.98696
C -2.20207 0.06639 -2.73522
N -1.08779 0.73088 -2.36218
H 1.18377 3.93683 0.22237
H 2.98398 4.63218 -3.57798
H -0.44983 2.17768 -5.34881
H -2.49745 0.94690 -5.97727
H -3.68420 -0.36782 -4.20504
H -2.67651 -0.53990 -1.97489
C -4.99964 1.89620 -1.49242
N -4.78602 1.19533 -0.23753
C -5.93847 0.56289 0.38247
C -3.55402 0.91415 0.19971
O -2.53209 1.38862 -0.29979
H -5.67678 2.73855 -1.34406
H -5.43727 1.22508 -2.23487
H -4.04578 2.26201 -1.86314
H -6.83232 1.12380 0.12073
H -5.83745 0.56783 1.46749
H -6.06677 -0.46989 0.04748
H -3.52435 0.24509 1.06394
C -1.88601 -2.27259 -0.00520
O -1.40264 -0.97014 0.28670
H -1.12284 -3.02819 0.20204
H -2.13341 -2.32901 -1.06389
H -2.76779 -2.50307 0.59949
H -0.97791 -1.04000 1.18802
```

Properties
Relative energy (zero: lowest compared OMol25 entry of this formula, charge and spin), kJ/mol: 214.3
Multiplicity: 3
E_HOMO (alpha / beta), eV: -7.301 / -9.977
Kohn-Sham gap (alpha / beta), eV: 5.62 / 8.30
Total charge: +1


The following is a DFT calculation (ωB97M-V/def2-TZVPD) of C36H66N12O4RbS as an isolated structure.

The geometry in XYZ format:
```
120
C36H66N12O4RbS | the OMol25 dataset | ωB97M-V/def2-TZVPD
Rb 1.94199 -6.69474 3.67714
S 1.69579 -1.86252 1.17084
O 2.51961 -1.68001 2.37293
O 2.08178 -3.15015 0.52320
O 0.24596 -1.97885 1.48816
O 1.87848 -0.76798 0.23072
C 1.59746 2.60142 -9.53735
C 1.89209 3.91690 -8.94702
N 1.99172 3.83145 -7.47736
C 1.38234 2.99394 -6.53956
C 2.01989 3.16310 -5.30168
N 3.06616 4.06037 -5.46259
C 2.94666 4.57067 -6.74935
C 3.99792 4.43615 -4.36946
H 1.42047 2.77571 -10.59866
H 0.88242 1.93634 -9.05311
H 2.48662 1.99402 -9.36837
H 1.21085 4.75010 -9.11962
H 2.87815 4.08265 -9.38097
H 0.50854 2.46929 -6.89677
H 1.77239 2.81211 -4.31074
H 3.70517 5.22937 -7.14581
H 3.62374 5.07408 -3.56875
H 4.84829 4.95455 -4.81245
H 4.42786 3.58456 -3.84218
C -7.42116 -4.35952 5.80095
C -7.19583 -3.08903 4.98992
N -6.06480 -2.32097 5.61877
C -6.07679 -1.39893 6.63599
C -4.83829 -1.04321 6.98876
N -3.93030 -1.73079 6.17030
C -4.68405 -2.56633 5.40867
C -2.50743 -1.61455 6.12820
H -6.51890 -4.95707 5.67071
H -8.24805 -4.86934 5.30655
H -7.92089 -4.33104 6.76922
H -8.11695 -2.54622 4.77778
H -6.94690 -3.34764 3.96072
H -7.01537 -1.10820 7.08427
H -4.48567 -0.53096 7.87175
H -4.23207 -3.19479 4.65557
H -2.36504 -1.05365 5.20451
H -1.96344 -2.55812 6.08527
H -2.10152 -1.02976 6.95364
C -4.59756 2.87911 -1.11949
C -4.53221 2.31435 0.33577
N -4.04160 3.40763 1.27788
C -2.79660 3.52124 1.93582
C -2.86962 4.46451 2.95914
N -4.19810 4.85092 3.01742
C -4.88447 4.20282 2.01660
C -4.71934 5.74556 3.94031
H -5.04325 3.87149 -1.05135
H -5.14181 2.14237 -1.71035
H -3.64511 3.01204 -1.63258
H -3.79720 1.50972 0.31438
H -5.49331 1.90444 0.64618
H -1.91956 2.98480 1.60500
H -2.17769 4.89930 3.66525
H -5.91455 4.35462 1.72974
H -5.08005 5.29379 4.86437
H -5.48409 6.39662 3.51675
H -3.91883 6.41515 4.25487
C -7.91944 -2.73436 -5.57392
C -7.51560 -3.94661 -4.62174
N -6.04363 -3.80544 -4.20212
C -5.46689 -4.31798 -3.05062
C -4.11432 -3.94289 -3.02892
N -3.85365 -3.34905 -4.28953
C -5.07183 -3.13371 -4.91895
C -2.57273 -2.92992 -4.72160
H -7.81313 -1.77895 -5.06013
H -8.91884 -2.94533 -5.95447
H -7.40544 -2.63517 -6.52998
H -7.53715 -4.86912 -5.20192
H -8.19642 -4.02540 -3.77417
H -6.13969 -4.81411 -2.36681
H -3.36498 -4.06055 -2.26012
H -5.09139 -2.67475 -5.89638
H -1.91070 -3.77776 -4.54565
H -2.17358 -2.05309 -4.21175
H -2.73130 -2.60437 -5.74969
C 6.96774 -1.59768 -5.94323
C 6.21047 -2.24328 -4.72917
N 6.89988 -2.31360 -3.37002
C 7.81934 -1.44120 -2.94229
C 8.04315 -1.73097 -1.59200
N 7.30522 -2.86284 -1.26644
C 6.71539 -3.25815 -2.39933
C 7.47944 -3.69949 -0.02708
H 6.99771 -0.53087 -5.72159
H 6.35526 -1.62148 -6.84457
H 7.96300 -2.01812 -6.08742
H 5.91846 -3.24900 -5.03144
H 5.23354 -1.78432 -4.57736
H 8.22363 -0.66292 -3.57255
H 8.69682 -1.31478 -0.83974
H 6.00512 -4.04986 -2.58667
H 8.41544 -3.49112 0.49117
H 7.50985 -4.75323 -0.30422
H 6.68097 -3.46208 0.67591
C 4.03867 2.88486 4.35008
C 4.93197 3.50230 5.48763
N 5.19643 2.48647 6.49475
C 4.75482 2.55012 7.80376
C 4.87947 1.32372 8.47200
N 5.42529 0.45513 7.53064
C 5.69304 1.17992 6.34501
C 5.60179 -0.95993 7.54887
H 3.66866 3.58585 3.60188
H 3.22021 2.28876 4.75369
H 4.60530 2.10541 3.84068
H 4.51661 4.46212 5.79474
H 5.93365 3.88243 5.28706
H 4.26013 3.48748 8.01121
H 4.55130 0.99738 9.44781
H 6.19639 0.73664 5.49853
H 5.09537 -1.45530 6.72047
H 5.05242 -1.38651 8.38811
H 6.64523 -1.26666 7.62129
```

Properties
Relative energy (zero: lowest compared OMol25 entry of this formula, charge and spin), kJ/mol: 572.9
E_HOMO, eV: -11.963
Kohn-Sham gap, eV: 3.83
Total charge: +5


The following is a DFT calculation (ωB97M-V/def2-TZVPD) of a 8-piece molecular cluster, C36H66N8O5 overall.

The geometry in XYZ format:
```
115
C36H66N8O5 | the OMol25 dataset | ωB97M-V/def2-TZVPD
O 2.18370 -4.08525 0.25094
C 1.39641 -3.16252 0.37523
O 0.52156 -3.14119 1.49834
O 1.23888 -3.51012 2.62753
N 1.30385 -2.11687 -0.59896
C 0.82252 -2.64938 -1.90565
C 1.95862 -3.17295 -2.87238
C 3.41207 -2.81880 -2.43435
O 4.26948 -3.85530 -3.00519
C 0.41491 -1.02348 -0.10400
C 0.59837 0.27607 -0.98440
C 2.08716 0.62122 -1.31466
C 2.23207 1.44712 -2.64890
O 1.42410 0.94902 -3.72772
H 1.93321 -2.84909 2.81228
H 0.16127 -3.53012 -1.67897
H 0.18082 -1.92725 -2.45530
H 1.82943 -4.26586 -3.04966
H 1.79205 -2.67715 -3.86680
H 3.76129 -1.86000 -2.90554
H 3.57538 -2.84460 -1.33639
H 5.09340 -3.77877 -2.49541
H 0.71770 -0.75720 0.94186
H -0.66055 -1.33475 -0.04519
H -0.02156 0.12228 -1.90181
H 0.18955 1.13800 -0.39490
H 2.48073 1.28564 -0.50022
H 2.76235 -0.26134 -1.39234
H 3.30486 1.43305 -2.98071
H 1.96873 2.51769 -2.45922
H 1.79836 0.08438 -3.95998
C -3.57827 1.74679 -4.99337
C -2.98417 2.53186 -3.82977
C -1.91435 1.74468 -3.06594
C -2.49796 0.50402 -2.49179
N -2.95529 -0.46716 -2.04339
H -4.09176 0.84704 -4.64870
H -4.31139 2.35381 -5.52686
H -2.80146 1.44922 -5.70317
H -3.78502 2.82032 -3.15033
H -2.53742 3.45477 -4.21151
H -1.50836 2.34919 -2.25252
H -1.08819 1.47130 -3.72714
C -3.28458 -0.91648 3.03491
C -4.18623 0.30909 2.92189
C -3.76189 1.26091 1.80117
C -2.38304 1.76439 2.05731
N -1.30383 2.16490 2.26817
H -2.25761 -0.63852 3.28329
H -3.64205 -1.57858 3.82532
H -3.26980 -1.48215 2.09941
H -4.18766 0.84053 3.87429
H -5.21139 -0.01823 2.73636
H -4.44458 2.11142 1.74955
H -3.78221 0.74889 0.83577
C 5.26028 1.74336 3.68396
C 5.44798 2.92876 2.74355
C 4.62826 2.80315 1.45657
C 5.03425 1.58865 0.70167
N 5.35044 0.63961 0.11339
H 5.60144 0.81196 3.22723
H 5.83791 1.88803 4.59860
H 4.20955 1.62537 3.96145
H 6.50834 3.02445 2.49609
H 5.15510 3.84575 3.26075
H 4.78262 3.67807 0.82251
H 3.56221 2.73589 1.68609
C 8.84285 -4.51882 0.46539
C 7.53063 -4.41030 1.23450
C 6.31171 -4.27337 0.31808
C 6.42466 -3.04434 -0.51161
N 6.50828 -2.08227 -1.15541
H 9.03823 -3.61984 -0.12280
H 9.67921 -4.64435 1.15536
H 8.83058 -5.37634 -0.21212
H 7.58171 -3.55136 1.90895
H 7.40571 -5.29993 1.85657
H 5.39602 -4.21336 0.90946
H 6.22889 -5.13882 -0.34300
C 0.55826 -6.75312 2.16366
C -0.31022 -7.19754 3.33497
C 0.37271 -8.24208 4.22246
C 0.68627 -9.46496 3.43784
N 0.92791 -10.41988 2.82563
H 0.78002 -7.58377 1.49004
H 0.04511 -5.98860 1.57894
H 1.50322 -6.33196 2.51323
H -1.25105 -7.60080 2.95061
H -0.56021 -6.32560 3.94468
H -0.27922 -8.51755 5.05345
H 1.30033 -7.84342 4.63849
C -6.46772 6.02376 -6.54266
C -5.87872 6.80878 -5.37561
C -4.81545 6.02144 -4.60468
C -5.40355 4.78179 -4.03420
N -5.86740 3.81556 -3.59063
H -6.98287 5.12357 -6.20118
H -7.19720 6.63167 -7.08023
H -5.68820 5.72621 -7.24872
H -6.68481 7.09951 -4.69705
H -5.42990 7.73032 -5.75406
H -4.41300 6.62570 -3.78969
H -3.98788 5.74807 -5.26324
C -6.46228 6.20439 3.93920
C -5.06651 5.91347 4.48013
C -4.45895 4.63148 3.90392
C -5.30474 3.45861 4.24881
N -5.96376 2.54331 4.52136
H -7.16923 5.41736 4.20941
H -6.84323 7.13967 4.35280
H -6.44997 6.29540 2.85000
H -5.11343 5.84033 5.56971
H -4.40843 6.75286 4.24299
H -3.45732 4.47135 4.30707
H -4.37765 4.70022 2.81680
```

Properties
E_HOMO, eV: -9.695
Structure (SMILES): O=C(OO)N(CCCO)CCCCO.CCCC#N.CCCC#N.CCCC#N.CCCC#N.CCCC#N.CCCC#N.CCCC#N
Kohn-Sham gap, eV: 9.90


The following is a DFT calculation (ωB97M-V/def2-TZVPD) of a 12-piece molecular cluster, C36H68N4O12S4 overall.

The geometry in XYZ format:
```
124
C36H68N4O12S4 | the OMol25 dataset | ωB97M-V/def2-TZVPD
C 35.93674 24.97929 14.57656
C 34.74305 25.76903 14.00651
O 34.30997 25.68366 12.87795
C 34.31782 26.85634 14.99044
H 35.69513 24.20670 15.30651
H 36.67833 25.58843 15.09336
H 36.38578 24.48899 13.71281
H 35.19753 27.47019 15.18383
H 34.00723 26.40828 15.93430
H 33.47396 27.33758 14.49606
C 30.72649 25.44364 13.52664
C 30.89408 26.41249 12.40327
O 30.42571 27.52850 12.52989
C 31.49700 25.93082 11.12900
H 29.93055 25.80813 14.17605
H 31.69321 25.34275 14.01996
H 30.43207 24.52124 13.02604
H 30.74919 25.31226 10.63274
H 32.44546 25.40317 11.22946
H 31.69282 26.78197 10.47685
C 32.21855 22.89666 15.53739
C 33.05185 23.35232 16.69288
O 32.80714 24.47259 17.23889
C 34.20641 22.48261 17.15964
H 32.52084 23.53665 14.70846
H 31.14896 23.08143 15.63707
H 32.40510 21.91942 15.09210
H 34.61248 23.01223 18.02145
H 35.05291 22.38994 16.47924
H 33.86412 21.52372 17.54882
C 28.35365 29.58973 14.04095
C 28.91286 30.88484 13.52266
O 29.45804 31.00607 12.39012
C 28.99255 31.96711 14.61563
H 28.39242 28.76786 13.32601
H 27.31504 29.64944 14.36625
H 28.95575 29.38482 14.92616
H 28.06171 32.04203 15.17780
H 29.16049 32.90424 14.08491
H 29.88551 31.83737 15.22709
C 33.33704 27.70317 5.88022
C 33.03611 27.85505 7.30302
N 32.78187 27.97806 8.42413
H 32.72086 28.33577 5.24129
H 33.20650 26.65643 5.60564
H 34.39594 27.92716 5.75112
C 31.84546 24.90405 7.72218
C 33.17330 24.63412 7.20237
N 34.26898 24.39196 6.86846
H 31.24928 24.00604 7.88415
H 31.25848 25.59656 7.11887
H 31.93362 25.39740 8.69013
C 32.77072 22.32415 11.45023
C 34.24562 22.41146 11.73228
N 35.38052 22.46791 11.89026
H 32.60617 21.25862 11.29005
H 32.64719 22.80848 10.48158
H 32.12771 22.76411 12.21251
C 32.15564 30.70837 13.56818
C 33.52296 30.23376 13.71311
N 34.57561 29.87315 13.70048
H 32.13709 31.40307 14.40790
H 31.54594 29.80641 13.62144
H 31.95533 31.15779 12.59555
C 35.68851 26.12556 9.94066
C 37.10334 25.48807 9.68568
C 38.04362 26.64347 9.31487
S 37.57537 28.05775 10.41177
O 37.28683 29.28643 9.62377
O 38.42346 28.16448 11.59582
C 36.00611 27.27700 10.90896
H 35.07827 25.30018 10.30734
H 35.12239 26.52205 9.09781
H 37.10698 24.71920 8.91307
H 37.38883 24.91443 10.56745
H 37.72480 27.08076 8.36871
H 39.13034 26.57071 9.35783
H 35.29797 28.02427 11.26704
H 36.44629 26.86356 11.81638
C 30.38328 30.27393 9.15084
C 29.18067 29.39849 9.63136
C 29.05242 28.21461 8.66314
S 29.44731 28.97617 7.01147
O 28.20427 29.46291 6.39172
O 30.32990 28.12777 6.23459
C 30.31954 30.47270 7.65961
H 31.27021 29.68481 9.38409
H 30.39305 31.22460 9.68398
H 28.27703 30.00541 9.57507
H 29.33837 29.05939 10.65520
H 28.14197 27.62359 8.56379
H 29.92923 27.58710 8.82297
H 29.84977 31.38587 7.29417
H 31.24898 30.34778 7.10405
C 25.07176 22.05101 13.66690
C 25.88275 20.95040 13.00385
C 27.24805 21.51518 12.66235
S 27.72509 22.74095 13.91207
O 27.87578 24.03489 13.20334
O 28.76293 22.32149 14.84694
C 25.99674 22.68290 14.75111
H 24.10537 21.68021 14.00854
H 24.79428 22.75592 12.88320
H 25.37128 20.42216 12.19920
H 26.00622 20.17887 13.76385
H 27.29144 22.02150 11.69806
H 27.94992 20.68139 12.64548
H 25.74585 23.69118 15.08054
H 26.22710 21.99032 15.56066
C 29.17505 26.14673 18.19344
C 28.47774 25.93327 16.79274
C 27.02919 26.20766 16.92686
S 27.00082 27.73286 18.02745
O 25.80020 27.78019 18.83805
O 27.40297 28.87660 17.23156
C 28.39373 27.09555 19.05329
H 30.20581 26.40008 17.94559
H 29.16501 25.16681 18.67068
H 28.75417 24.96176 16.38305
H 28.86984 26.57856 16.00664
H 26.54685 25.41227 17.49502
H 26.37302 26.40731 16.07970
H 27.81195 26.50348 19.75975
H 28.94874 27.88305 19.56310
```

Properties
Relative energy (zero: lowest compared OMol25 entry of this formula, charge and spin), kJ/mol: 207.2
E_HOMO, eV: -9.425
Structure (SMILES): O=S1(=O)CCCC1.O=S1(=O)CCCC1.O=S1(=O)CCCC1.O=S1(=O)CCCC1.CC(C)=O.CC(C)=O.CC(C)=O.CC(C)=O.CC#N.CC#N.CC#N.CC#N
Kohn-Sham gap, eV: 9.16


Largest force on an atom across the listed records, respectively: 2.912, 5.446, 3.066, 5.063 eV/A.
Molar mass across the listed records, respectively: 783.861, 848.539, 690.975, 877.224 Da.
E_tot across the listed records, respectively: -88905.896, -75915.292, -60555.525, -112301.517 eV.